[1]
Here is the molecule C5H8O from OMol25. Energies are from wB97M-V/def2-TZVPD.

Last column: Löwdin charge in e.
CARTESIAN COORDINATES (ANGSTROEM)
1 C 1.514474 0.155547 -1.023439  -0.095
2 C 0.462301 -0.914264 -0.954565  -0.153
3 C -0.705964 -0.784272 -0.312644  -0.155
4 C -1.209694 0.522517 0.185648  -0.126
5 C -1.062974 0.869329 1.460839  -0.214
6 O -0.419609 0.046719 2.320461  0.003
7 H 1.501840 0.740117 -0.099761  0.073
8 H 2.510055 -0.283849 -1.145144  0.072
9 H 1.366090 0.857871 -1.852857  0.081
10 H 0.674060 -1.845086 -1.472965  0.096
11 H -0.160582 -0.698992 1.741803  0.088
12 H -1.360111 -1.653356 -0.228235  0.107
13 H -1.675325 1.196680 -0.520945  0.103
14 H -1.434561 1.791041 1.901803  0.119

Forces on the atoms, in the same order (eV/Å):
C 0.1 0.1 0.0
C -0.2 0.0 0.1
C 0.2 0.0 -0.6
C 0.0 0.1 0.1
C -0.2 0.1 -0.3
O 0.1 -0.3 0.0
H 0.0 0.0 -0.1
H -0.2 0.1 0.0
H -0.1 -0.2 0.0
H 0.1 -0.1 0.3
H 0.2 0.0 0.6
H 0.0 0.1 -0.2
H -0.1 0.0 0.1
H 0.2 -0.2 0.0

## Properties
lowest unoccupied orbital energy = 0.03657 Eh
total energy = -7360.784 eV

[2]
Here is a structure of composition C40H43F6N7O3 from OMol25. Energies are from wB97M-V/def2-TZVPD.

Last column: Löwdin charge in e.
CARTESIAN COORDINATES (ANGSTROEM)
1 C -2.828004 -1.321152 2.845750  -0.037
2 C -2.871714 0.203536 2.724973  -0.383
3 C -3.332532 0.814722 4.045841  -0.063
4 C -3.684194 0.662987 1.530607  -0.116
5 C -5.030131 0.998968 1.671103  -0.014
6 C -5.847388 1.145102 0.555123  -0.036
7 C -5.304774 0.968125 -0.721069  -0.024
8 C -3.953156 0.664466 -0.895862  -0.116
9 C -3.474843 0.419565 -2.336555  -0.396
10 C -3.457439 1.714853 -3.139780  -0.056
11 C -4.286179 -0.670292 -3.037891  -0.058
12 C -3.131924 0.611864 0.239895  -0.074
13 N -1.733690 0.291829 0.081077  0.078
14 N -1.507089 -0.886947 -0.548529  0.213
15 N -0.165687 -1.026484 -0.657056  0.078
16 C 0.444941 -2.074841 -1.449455  -0.076
17 C 1.313286 -1.735028 -2.521011  -0.119
18 C 1.299487 -0.334896 -3.143835  -0.371
19 C 0.190815 -0.205480 -4.184402  -0.038
20 C 2.661070 0.077939 -3.685625  -0.060
21 C 2.124636 -2.728666 -3.070977  -0.012
22 C 1.985169 -4.062204 -2.666920  -0.035
23 C 0.994477 -4.411804 -1.745615  -0.018
24 C 0.195723 -3.431388 -1.148488  -0.117
25 C -0.871622 -3.874717 -0.138728  -0.390
26 C -0.235064 -4.424503 1.130771  -0.049
27 C -1.861112 -4.861316 -0.755811  -0.055
28 C 0.449994 0.061288 -0.047497  -0.107
29 C 1.906832 0.145545 0.021134  -0.119
30 C 2.681369 -0.977731 0.368346  0.083
31 C 4.064049 -0.907439 0.301204  -0.084
32 C 4.839238 -2.131409 0.703014  -0.505
33 F 6.078131 -2.169781 0.136881  0.127
34 F 5.017740 -2.213542 2.059735  0.133
35 F 4.198747 -3.286204 0.323475  0.112
36 C 4.704162 0.242467 -0.108662  0.072
37 C 3.946874 1.332990 -0.488358  -0.089
38 C 4.627506 2.522169 -1.111934  -0.501
39 F 3.764380 3.532786 -1.439379  0.118
40 F 5.583353 3.063952 -0.287301  0.118
41 F 5.271552 2.170553 -2.271294  0.119
42 C 2.560929 1.338877 -0.357657  0.068
43 C -0.503814 0.844407 0.425307  -0.061
44 C -0.182416 2.136498 1.220620  -0.109
45 H -2.495269 -1.795727 1.914476  0.059
46 H -2.132300 -1.612856 3.641763  0.089
47 H -3.825120 -1.714956 3.089428  0.091
48 H -1.842249 0.534603 2.543146  0.084
49 H -3.504328 1.890928 3.943484  0.089
50 H -4.256188 0.338669 4.398228  0.081
51 H -2.557442 0.666571 4.805511  0.086
52 H -5.448348 1.098046 2.672964  0.115
53 H -6.895296 1.400619 0.674688  0.111
54 H -5.950614 1.041639 -1.596971  0.116
55 H -2.453053 0.043734 -2.259078  0.083
56 H -2.845079 2.466993 -2.628887  0.086
57 H -3.036340 1.537351 -4.135796  0.080
58 H -4.475599 2.111026 -3.249551  0.084
59 H -4.282972 -1.595275 -2.448743  0.085
60 H -5.326101 -0.356279 -3.191091  0.078
61 H -3.845493 -0.892189 -4.016727  0.082
62 H 1.060924 0.359873 -2.333456  0.106
63 H -0.781874 -0.487605 -3.759430  0.067
64 H 0.124439 0.830317 -4.536250  0.089
65 H 0.391112 -0.859703 -5.043356  0.093
66 H 3.457118 -0.170258 -2.975996  0.080
67 H 2.870538 -0.416414 -4.641318  0.085
68 H 2.683453 1.160802 -3.846933  0.091
69 H 2.865985 -2.468540 -3.832982  0.118
70 H 2.628775 -4.826629 -3.094277  0.112
71 H 0.844590 -5.464499 -1.471327  0.123
72 H -1.437535 -2.972130 0.108780  0.088
73 H 0.474273 -3.705880 1.557655  0.081
74 H -1.002066 -4.635441 1.881971  0.085
75 H 0.307833 -5.352470 0.918126  0.084
76 H -2.329791 -4.423099 -1.643478  0.085
77 H -1.360644 -5.791029 -1.047586  0.078
78 H -2.648742 -5.098634 -0.034356  0.086
79 H 2.193925 -1.881043 0.708223  0.134
80 H 5.797156 0.283055 -0.154092  0.154
81 H 1.992261 2.223310 -0.615683  0.136
82 H -0.074997 2.966062 0.497010  0.136
83 H -1.051099 2.376927 1.843867  0.123
84 C 3.711603 5.399153 1.376729  -0.063
85 O 3.236076 5.326532 2.734033  -0.051
86 C 2.322737 4.407464 3.026291  -0.450
87 N 2.169765 4.258299 4.358367  0.145
88 C 1.408986 3.258984 4.727224  -0.337
89 N 1.479599 2.603653 5.936902  0.103
90 O 0.915703 1.348286 5.678268  -0.046
91 N 0.523823 1.256236 4.303120  -0.201
92 O 0.113117 0.166222 3.867341  -0.036
93 C 0.691037 2.493671 3.757626  -0.053
94 C 0.784714 2.746021 2.307786  -0.258
95 N 1.687322 3.774931 2.023965  0.112
96 H 4.237464 6.354291 1.306416  0.089
97 H 4.411117 4.584582 1.174315  0.068
98 H 2.878075 5.357363 0.679154  0.068
99 H 0.953330 1.624754 1.675302  0.140

Forces on the atoms, in the same order (eV/Å):
C -0.1 -0.2 -0.1
C 0.5 0.6 0.0
C 0.1 0.1 0.0
C 0.1 -0.3 0.2
C -0.1 -0.2 -0.1
C 0.5 0.2 -0.4
C -0.2 -0.1 0.6
C -0.1 0.2 -0.8
C 0.3 0.0 0.5
C 0.0 0.1 0.1
C -0.1 -0.1 0.1
C -1.0 0.0 0.3
N 2.1 -2.3 -0.7
N 1.4 0.9 0.0
N -2.3 1.5 0.4
C 0.2 -1.2 -0.8
C -0.2 0.4 0.1
C 0.2 -0.1 0.9
C -0.1 -0.2 -0.1
C 0.1 0.1 -0.1
C -0.3 -0.4 0.2
C -0.3 0.3 0.2
C 0.3 0.2 -0.4
C 0.0 0.1 0.7
C 0.2 0.7 -0.2
C 0.2 0.0 0.1
C 0.0 0.1 -0.2
C 1.2 -2.9 -1.1
C 1.3 0.4 0.2
C -0.5 0.8 -0.2
C -0.3 -0.4 0.3
C 0.7 -1.1 0.5
F -0.9 0.1 0.4
F -0.2 0.1 -1.3
F 0.5 1.0 0.3
C 0.7 -0.1 -0.2
C -0.7 0.7 0.0
C 0.7 1.2 -0.2
F 0.7 -1.1 0.3
F -0.9 -0.6 -0.8
F -0.5 0.2 0.9
C 0.0 -1.0 -0.2
C -0.7 1.9 1.7
C -4.9 4.8 -0.1
H -0.1 0.0 0.1
H -0.1 0.1 -0.2
H 0.2 0.1 -0.1
H -0.1 -0.1 0.4
H 0.0 -0.1 0.1
H 0.1 0.1 0.0
H -0.1 0.0 -0.1
H 0.1 -0.1 -0.3
H 0.1 -0.1 0.0
H 0.2 0.0 0.2
H -0.1 0.2 -0.3
H -0.1 0.0 -0.2
H -0.1 0.1 0.1
H 0.2 0.0 0.0
H -0.1 0.2 -0.1
H 0.2 -0.1 0.0
H -0.1 0.1 0.1
H 0.0 0.1 -0.2
H 0.2 0.0 -0.1
H 0.0 -0.2 0.0
H -0.1 0.1 0.1
H -0.1 0.0 -0.1
H 0.0 0.1 0.1
H 0.0 -0.2 -0.1
H -0.4 -0.1 0.3
H -0.1 0.1 0.1
H 0.1 0.5 -0.2
H 0.0 -0.4 0.2
H -0.1 -0.1 0.0
H 0.1 0.0 -0.1
H -0.1 0.1 0.1
H 0.0 -0.1 0.1
H -0.1 0.1 0.0
H 0.1 0.0 -0.1
H 0.0 -0.1 -0.1
H -0.4 0.0 -0.1
H 0.1 0.0 0.0
H -0.5 -0.4 -0.2
H -1.3 -0.4 -1.1
C -0.2 0.2 0.5
O 0.5 0.4 -0.8
C -1.7 -1.5 0.0
N 0.8 1.8 -0.5
C 0.3 -2.1 1.5
N -0.4 0.9 -2.7
O -0.8 -0.4 -0.8
N 0.1 2.8 0.8
O 0.1 0.2 -0.2
C -0.4 -4.0 -0.1
C 2.0 -2.6 0.5
N 0.7 0.6 -0.6
H -0.1 -0.2 0.0
H -0.2 0.0 0.1
H 0.1 0.0 0.0
H 3.6 -0.1 2.7

## Properties
lowest unoccupied orbital energy = -0.05512 Eh
total energy = -75046.503 eV